Record 1
The following is a DFT calculation (ωB97M-V with the def2-TZVPD basis set) of C46H48AlF17IN8OP2Si as an isolated structure.

Cartesian coordinates (Å):
1 C 2.746 -1.861 -0.176
2 Si 2.713 -0.334 1.032
3 C 4.400 -0.433 1.989
4 C 1.287 -0.658 2.257
5 Al 2.597 1.576 -0.306
6 P 4.852 2.237 -0.676
7 N 4.979 3.685 -1.387
8 P 1.840 0.889 -2.442
9 O 0.340 1.625 -2.839
10 I 3.435 1.923 -4.066
11 C 1.676 3.229 0.436
12 F 1.564 4.184 -0.638
13 F 2.596 3.852 1.362
14 C 0.320 3.056 1.237
15 F 0.618 2.495 2.484
16 F -0.140 4.389 1.526
17 C -0.876 2.372 0.453
18 F -0.578 1.088 -0.058
19 F -1.075 3.175 -0.701
20 C -2.287 2.359 1.196
21 F -2.217 2.747 2.557
22 F -3.123 3.339 0.600
23 C -3.056 0.969 1.183
24 F -4.203 1.165 2.006
25 F -2.292 0.015 1.884
26 C -3.580 0.476 -0.239
27 F -3.099 1.249 -1.318
28 F -4.980 0.748 -0.248
29 C -3.473 -1.091 -0.508
30 F -4.385 -1.363 -1.567
31 F -3.964 -1.858 0.574
32 C -2.068 -1.634 -1.002
33 F -2.296 -2.966 -1.439
34 F -1.086 -1.727 -0.030
35 F -1.521 -0.976 -2.087
36 H 1.756 -1.941 -0.755
37 H 3.003 -2.827 0.359
38 H 3.549 -1.639 -0.949
39 H 4.234 -0.080 3.056
40 H 5.242 0.112 1.457
41 H 4.685 -1.539 1.999
42 H 1.126 -1.794 2.318
43 H 0.323 -0.096 2.078
44 H 1.652 -0.357 3.307
45 H 5.437 2.308 0.646
46 H 5.521 1.177 -1.370
47 H 5.479 4.285 -0.714
48 H 0.434 2.565 -3.092
49 N 1.435 -4.374 -4.169
50 C 1.154 -4.859 -5.388
51 C -0.112 -4.849 -5.950
52 C -1.154 -4.309 -5.210
53 C -0.892 -3.802 -3.946
54 C 0.411 -3.856 -3.475
55 H 2.001 -5.274 -5.926
56 H -0.280 -5.253 -6.940
57 H -2.160 -4.284 -5.614
58 H -1.678 -3.375 -3.343
59 H 0.667 -3.468 -2.494
60 N 7.095 -0.423 -2.456
61 C 7.038 -0.456 -3.795
62 C 8.060 -0.940 -4.598
63 C 9.208 -1.415 -3.984
64 C 9.293 -1.391 -2.599
65 C 8.215 -0.890 -1.887
66 H 6.121 -0.070 -4.229
67 H 7.959 -0.944 -5.676
68 H 10.030 -1.801 -4.577
69 H 10.174 -1.753 -2.086
70 H 8.232 -0.854 -0.802
71 N -7.173 -1.182 5.702
72 C -6.763 -2.459 5.652
73 C -5.854 -2.942 4.725
74 C -5.338 -2.059 3.789
75 C -5.745 -0.733 3.815
76 C -6.656 -0.346 4.785
77 H -7.197 -3.113 6.401
78 H -5.557 -3.983 4.735
79 H -4.625 -2.399 3.047
80 H -5.364 -0.018 3.100
81 H -7.002 0.680 4.848
82 N 2.129 5.600 -5.321
83 C 2.712 5.960 -4.167
84 C 3.578 7.035 -4.045
85 C 3.864 7.780 -5.179
86 C 3.276 7.427 -6.385
87 C 2.420 6.337 -6.402
88 H 2.460 5.345 -3.309
89 H 4.018 7.282 -3.087
90 H 4.538 8.628 -5.124
91 H 3.476 7.986 -7.291
92 H 1.933 6.024 -7.320
93 N 3.545 -4.098 2.915
94 C 4.105 -4.323 4.113
95 C 4.844 -5.455 4.419
96 C 5.013 -6.414 3.432
97 C 4.444 -6.207 2.185
98 C 3.726 -5.040 1.978
99 H 3.941 -3.546 4.852
100 H 5.275 -5.582 5.404
101 H 5.584 -7.314 3.633
102 H 4.555 -6.935 1.391
103 H 3.265 -4.831 1.018
104 N -7.713 0.395 -5.511
105 C -8.071 1.120 -4.440
106 C -7.276 1.280 -3.317
107 C -6.039 0.653 -3.293
108 C -5.645 -0.104 -4.387
109 C -6.512 -0.200 -5.463
110 H -9.048 1.588 -4.504
111 H -7.615 1.880 -2.481
112 H -5.390 0.754 -2.434
113 H -4.686 -0.607 -4.402
114 H -6.247 -0.777 -6.343
115 N -4.899 2.497 10.108
116 C -4.151 1.540 9.539
117 C -4.591 0.729 8.505
118 C -5.880 0.914 8.030
119 C -6.676 1.896 8.601
120 C -6.142 2.656 9.628
121 H -3.151 1.432 9.947
122 H -3.941 -0.027 8.082
123 H -6.262 0.299 7.223
124 H -7.688 2.067 8.255
125 H -6.724 3.439 10.104

Charge: -1
E_tot: -149798.1664 eV
Lowest unoccupied orbital energy: 1.799 eV
Spin multiplicity: 1

Record 2
The following is a DFT calculation (ωB97M-V with the def2-TZVPD basis set) of an isolated ion of composition C9H9O2S and charge +1.

Cartesian coordinates (Å):
1 C 2.122 0.917 1.641
2 C 1.175 0.154 1.018
3 C 2.979 1.435 0.706
4 C 1.343 0.097 -0.422
5 C -1.459 2.071 0.502
6 C -2.124 0.666 0.565
7 C -1.986 0.031 -0.820
8 C -0.885 -1.030 -0.703
9 C 0.392 -0.489 -1.217
10 O -2.728 0.273 1.534
11 O -0.268 2.119 0.561
12 S 2.671 1.095 -0.954
13 H 2.207 1.229 2.795
14 H 0.319 -0.209 1.393
15 H 3.747 2.274 0.736
16 H -2.032 2.917 0.528
17 H -2.930 -0.574 -1.236
18 H -1.863 0.771 -1.570
19 H -0.784 -1.323 0.283
20 H -1.164 -1.941 -1.251
21 H 0.374 -0.446 -2.319

<S²>: 2.04
Charge: +1
E_tot: -24396.4635 eV
Relative energy (zero: lowest compared OMol25 entry of this formula, charge and spin): 0.000 eV
Lowest unoccupied orbital energy (spin up / spin down): -3.703 / -8.238 eV
Spin multiplicity: 3

Record 3
The following is a DFT calculation (ωB97M-V with the def2-TZVPD basis set) of a 2-piece molecular cluster, C5H12N2O overall.

Cartesian coordinates (Å):
1 C 1.295 1.990 -0.447
2 C 0.051 -0.343 2.259
3 N 0.550 1.036 0.337
4 C 1.024 0.552 1.518
5 O 2.139 0.799 1.932
6 H -0.389 0.792 0.028
7 H 1.481 1.614 -1.461
8 H 0.741 2.933 -0.517
9 H 2.254 2.186 0.015
10 H -0.477 0.261 2.995
11 H -0.680 -0.800 1.592
12 H 0.607 -1.114 2.786
13 C 0.019 -1.295 -1.336
14 C -2.406 -1.030 -1.366
15 N -1.323 -0.536 -0.991
16 H 0.423 -0.736 -2.180
17 H 0.773 -1.451 -0.556
18 H -0.264 -2.318 -1.615
19 H -2.484 -2.015 -1.858
20 H -3.335 -0.526 -1.135

E_tot: -10406.5361 eV
SMILES: CNC(C)=O.C=NC
Relative energy (zero: lowest compared OMol25 entry of this formula, charge and spin): 1.888 eV
Lowest unoccupied orbital energy: 0.824 eV
Spin multiplicity: 1

Record 4
The following is a DFT calculation (ωB97M-V with the def2-TZVPD basis set) of C5H10N2O as an isolated structure.

Cartesian coordinates (Å):
1 C -0.306 -0.107 1.832
2 C -1.592 -0.963 0.164
3 C -1.066 -0.077 -0.733
4 C 0.450 0.397 -0.812
5 C 0.655 1.801 -1.305
6 H -1.359 0.626 2.249
7 H 0.250 -0.704 2.777
8 H 0.558 0.407 1.054
9 H -2.572 -1.326 0.003
10 H -1.684 0.365 -1.488
11 H 1.602 2.230 -1.594
12 H -0.018 2.661 -0.902
13 H 0.291 1.813 -2.268
14 H 0.465 -2.131 -0.041
15 H 2.228 -1.910 0.532
16 N 1.515 -0.217 -0.528
17 N 1.455 -1.549 -0.170
18 O -0.872 -1.315 1.231

E_tot: -10369.0179 eV
Relative energy (zero: lowest compared OMol25 entry of this formula, charge and spin): 6.287 eV
Lowest unoccupied orbital energy: 0.893 eV
Spin multiplicity: 1

Record 5
The following is a DFT calculation (ωB97M-V with the def2-TZVPD basis set) of C5H13N3 as an isolated structure.

Cartesian coordinates (Å):
1 C -0.634 0.645 0.733
2 C 2.215 -0.467 0.954
3 C 1.823 0.756 -1.070
4 N 1.385 0.474 0.264
5 N -2.363 0.057 0.632
6 C -0.649 -0.534 0.024
7 N -3.343 0.670 -0.174
8 C -0.480 -1.616 -0.672
9 H -2.760 -0.363 1.468
10 H -3.186 1.672 -0.228
11 H -3.316 0.285 -1.112
12 H -0.418 0.655 1.792
13 H -0.690 1.596 0.219
14 H 3.224 -0.068 1.158
15 H 2.372 -1.419 0.401
16 H 1.774 -0.725 1.923
17 H 1.969 -0.151 -1.698
18 H 1.092 1.391 -1.585
19 H 2.786 1.295 -1.092
20 H 0.511 -1.886 -1.025
21 H -1.311 -2.268 -0.912

E_tot: -9858.7199 eV
Relative energy (zero: lowest compared OMol25 entry of this formula, charge and spin): 7.646 eV
Lowest unoccupied orbital energy: 0.824 eV
Spin multiplicity: 1